[1]
# C6H7N

A single C6H7N molecule in a non-equilibrium geometry (ωB97M-V/def2-TZVPD, the OMol25 dataset).

```
14
Properties=species:S:1:pos:R:3:mulliken_charge:R:1
H -3.2039 -1.6004 -0.6686 0.255
N -2.4082 -1.5666 -0.0221 -0.612
C -1.5670 -0.6723 -0.4080 -0.203
C -0.2351 -0.6404 0.3033 0.246
C 0.1977 0.6711 0.2505 0.223
C 0.1409 1.9238 0.6557 -0.766
C 0.9090 -0.2284 -0.5785 0.078
C 2.2223 -0.4118 -0.3986 -1.029
H -1.7639 -0.0422 -1.2926 0.375
H -0.0869 -1.2737 1.1652 0.294
H -0.6313 2.2530 1.3416 0.263
H 0.8807 2.6462 0.3288 0.259
H 2.6646 -0.5701 0.5802 0.320
H 2.8811 -0.4883 -1.2570 0.296
```

Calculated values
Largest force on an atom, eV/Å: 4.32
Lowest unoccupied orbital energy (alpha / beta), eV: 0.1041 / -1.0218
SMILES: [H]/N=C/C1C(=C)C1=C
Frontier orbital gap (alpha / beta), Eh: 0.32163 / 0.23951
HOMO level (alpha / beta), eV: -8.65 / -7.54
Energy relative to the best compared isomer or geometry (same formula, charge and spin), kcal per mole: 157.73
Total energy, Eh: -287.33587

---

[2]
# C7H12N2OS

A single C7H12N2OS molecule in a non-equilibrium geometry (ωB97M-V/def2-TZVPD, the OMol25 dataset).

```
23
Properties=species:S:1:pos:R:3:mulliken_charge:R:1
C 2.1621 0.9275 -1.0047 -0.935
C 1.5547 -0.2372 -1.6402 0.880
N 2.1694 -0.6542 -2.6678 -0.624
C 1.5385 -1.6518 -3.3494 0.435
O 1.8974 -2.2278 -4.3243 -0.498
S -0.1604 -1.9333 -2.4459 -0.187
N 0.4667 -0.8844 -1.2547 -0.070
C -0.3564 -0.5392 -0.0084 1.731
C -0.8800 0.8684 -0.2828 -1.581
C -1.5677 -1.5242 0.1415 -2.289
C 0.4096 -0.6838 1.3388 -1.475
H 3.1691 0.8702 -1.4127 0.390
H 2.1453 0.8829 0.1065 0.275
H 1.4497 1.8220 -1.0771 0.211
H -2.0272 0.9485 -0.0276 0.320
H -0.3917 1.7492 0.3077 0.282
H -0.8306 0.9698 -1.3549 0.403
H -1.1069 -2.5248 0.3595 0.456
H -2.0881 -1.5079 -0.7966 0.716
H -2.1484 -1.1630 1.0179 0.496
H -0.0898 -1.4502 1.9279 0.426
H 1.4823 -0.9954 1.2221 0.302
H 0.4922 0.3836 1.6343 0.335
```

Calculated values
Largest force on an atom, eV/Å: 3.09
Lowest unoccupied orbital energy, eV: 0.4998
SMILES: Cc1nc(=O)sn1C(C)(C)C
Frontier orbital gap, Eh: 0.33604
HOMO level, eV: -8.64
Energy relative to the best compared isomer or geometry (same formula, charge and spin), kcal per mole: 47.74
Total energy, Eh: -856.82155

---

[3]
# C6H10O2

A single C6H10O2 molecule in a non-equilibrium geometry (ωB97M-V/def2-TZVPD, the OMol25 dataset).

```
18
Properties=species:S:1:pos:R:3:mulliken_charge:R:1
C 0.2538 1.5015 -1.3554 -1.233
C 0.6307 0.0259 -1.4423 0.489
C 0.8429 -0.7763 0.1655 0.046
C 1.1287 -0.0260 1.2871 -0.885
O 1.8249 -0.2498 -1.8379 -0.636
H 1.4075 -1.6864 0.0101 0.392
H -0.6675 1.6716 -0.7972 0.275
H 1.0645 2.0704 -0.8974 0.331
H 0.0969 1.8640 -2.3714 0.361
H 0.6396 0.9179 1.4831 0.247
H 1.9699 -0.2708 1.9224 0.285
C -1.7457 -0.3679 0.8764 -1.146
C -0.5332 -1.2477 1.0052 0.741
O -0.5552 -2.3902 1.3674 -0.514
H -0.1954 -0.5548 -1.9049 0.290
H -2.5650 -0.8245 1.4300 0.356
H -2.0313 -0.2997 -0.1760 0.263
H -1.5661 0.6429 1.2355 0.338
```

Calculated values
Largest force on an atom, eV/Å: 1.81
Lowest unoccupied orbital energy (alpha / beta), eV: -1.0476 / -1.1920
Frontier orbital gap (alpha / beta), Eh: 0.29967 / 0.26804
HOMO level (alpha / beta), eV: -9.20 / -8.49
Energy relative to the best compared isomer or geometry (same formula, charge and spin), kcal per mole: 105.47
Total energy, Eh: -384.93432

---

[4]
# C8H11N4

A gas-phase ion, C8H11N4 (charge +1) in a non-equilibrium geometry (ωB97M-V/def2-TZVPD, the OMol25 dataset).

```
23
Properties=species:S:1:pos:R:3:mulliken_charge:R:1
C -1.1521 2.1880 -0.0728 -1.273
C -1.6679 0.7953 -0.0457 1.254
C -3.0329 0.5422 -0.0497 -0.668
C -3.5382 -0.7470 -0.0217 -0.489
C -2.6792 -1.8444 -0.0050 -0.685
C -1.3249 -1.6340 0.0085 -0.345
C -0.7958 -0.3219 0.0055 0.123
N 0.5469 -0.3113 0.0758 0.078
N 1.3014 0.6926 0.1645 -0.643
N 2.6700 0.4058 0.2535 -0.129
C 3.4267 -0.6181 -0.0915 0.315
N 4.7403 -0.5809 -0.0410 -0.301
H -0.8485 2.4875 0.9318 0.296
H -0.2713 2.2702 -0.7095 0.347
H -1.9231 2.8733 -0.4156 0.422
H -3.7164 1.3780 -0.0720 0.382
H -4.6064 -0.9032 -0.0163 0.398
H -3.0775 -2.8454 0.0033 0.377
H -0.6278 -2.4583 0.0310 0.423
H 3.1336 1.2566 0.5762 0.263
H 2.9238 -1.5101 -0.4492 0.376
H 5.2984 -1.3597 -0.3521 0.245
H 5.2211 0.2448 0.2922 0.235
```

Calculated values
Largest force on an atom, eV/Å: 4.29
Lowest unoccupied orbital energy, eV: -4.4733
SMILES: Cc1ccccc1/N=N/NC=[NH2+]
Net charge: +1
Frontier orbital gap, Eh: 0.28785
HOMO level, eV: -12.31
Energy relative to the best compared isomer or geometry (same formula, charge and spin), kcal per mole: 31.24
Total energy, Eh: -530.17222

---

[5]
# C11H34N8O5Pb

A molecular structure, C11H34N8O5Pb in a non-equilibrium geometry (ωB97M-V/def2-TZVPD, the OMol25 dataset).

```
59
Properties=species:S:1:pos:R:3:mulliken_charge:R:1
Pb -0.4797 0.5276 -0.2663 1.616
C 4.0119 3.3169 -1.9997 0.584
O 3.0608 2.5489 -1.8305 -0.648
N 4.9906 3.4405 -1.2180 -0.363
N 4.0377 4.2223 -2.8904 -0.419
H 5.8271 3.9853 -1.3716 0.188
H 5.1070 2.8706 -0.3923 0.210
H 3.1630 4.1751 -3.3931 0.233
H 4.5658 5.0774 -2.7901 0.224
C 0.0967 1.4774 -5.4183 0.705
O -0.3978 1.0467 -4.4019 -0.664
N 0.6942 0.6133 -6.2138 -0.424
N 0.2132 2.7521 -5.8061 -0.413
H 0.7875 -0.2476 -5.6940 0.216
H 1.3074 0.9167 -6.9568 0.202
H -0.2735 3.4357 -5.2440 0.217
H 0.7074 2.9475 -6.6649 0.182
C 1.8048 2.4890 4.3298 0.644
O 1.3423 2.3340 3.1649 -0.686
N 2.7973 3.2438 4.5925 -0.383
N 1.1539 2.1611 5.3682 -0.388
H 3.0016 3.3522 5.5757 0.179
H 3.5998 3.3337 3.9860 0.252
H 0.2657 1.7049 5.2161 0.224
H 1.3354 2.6450 6.2359 0.187
C -6.3479 0.2506 1.4161 -1.548
C -5.0943 -0.4283 0.9584 0.314
C -4.9595 -1.0439 -0.4223 -0.928
O -3.6705 -1.2549 -0.9399 -0.203
C -3.6158 -2.4187 -1.7122 -0.772
N -4.1070 0.5497 1.0997 -0.397
H -6.7011 1.0458 0.7596 0.412
H -6.2890 0.6309 2.4359 0.424
H -7.1403 -0.4872 1.5424 0.394
H -4.8118 -1.0875 1.7792 0.294
H -5.4032 -0.4027 -1.1839 0.336
H -5.5961 -1.9287 -0.4237 0.411
H -3.8914 -3.3636 -1.2439 0.342
H -2.5919 -2.5151 -2.0732 0.214
H -4.2090 -2.3313 -2.6224 0.349
H -4.4310 1.4799 0.8765 0.243
H -3.9771 0.5397 2.1013 0.292
C 1.7603 -3.7094 3.3785 -1.652
C 1.6138 -2.7892 2.2286 0.366
C 2.3226 -3.1611 0.8968 -0.785
O 1.9555 -2.1641 -0.0765 -0.176
C 2.3319 -2.4749 -1.4363 -0.863
N 0.2012 -2.5743 2.0351 -0.427
H 2.7954 -3.9032 3.6597 0.401
H 1.3354 -4.7046 3.2477 0.387
H 1.3407 -3.2615 4.2793 0.464
H 2.0176 -1.8541 2.6166 0.131
H 1.8665 -4.1080 0.6084 0.376
H 3.3994 -3.2777 1.0197 0.401
H 1.6849 -3.1988 -1.9318 0.325
H 3.3535 -2.8526 -1.4776 0.326
H 2.4203 -1.5429 -1.9946 0.319
H -0.1625 -3.4503 1.6883 0.279
H -0.1194 -2.5781 2.9929 0.277
```

Calculated values
Largest force on an atom, eV/Å: 8.38
Lowest unoccupied orbital energy, eV: -9.2120
Net charge: +2
Frontier orbital gap, Eh: 0.18175
HOMO level, eV: -14.16
Energy relative to the best compared isomer or geometry (same formula, charge and spin), kcal per mole: 200.54
Total energy, Eh: -1445.96268

---

[6]
# C9H12N3O2

A gas-phase ion, C9H12N3O2 (charge +1) in a non-equilibrium geometry (ωB97M-V/def2-TZVPD, the OMol25 dataset).

```
26
Properties=species:S:1:pos:R:3:mulliken_charge:R:1
C -0.9251 -1.2205 1.4390 -1.219
C -0.6565 -1.5766 -0.0516 -0.641
C -0.7626 -0.3727 -0.9280 0.569
C -2.2455 0.2741 -0.9710 -0.897
C -2.3728 1.0382 0.3399 -0.313
N -1.5611 2.0058 0.5854 -0.159
C -0.4200 2.2476 0.1435 -0.103
C 0.2210 0.6595 -0.6704 -0.242
N 1.4996 0.4173 -0.3618 0.415
C 2.2759 -0.6299 -0.6074 -0.103
C 3.6248 -0.5147 -0.0141 0.136
O 4.4781 -1.3028 0.1077 -0.414
O 3.6008 0.8113 0.5255 -0.273
N 2.3271 1.3118 0.3673 -0.434
H -1.9722 -1.2910 1.5829 0.260
H -0.5322 -0.2466 1.4760 0.390
H -0.3603 -1.8416 2.0495 0.440
H -1.3898 -2.3827 -0.3535 0.538
H 0.2593 -2.0062 -0.1677 0.334
H -0.8701 -0.6401 -2.0183 0.135
H -3.0779 -0.4072 -0.8205 0.357
H -2.4219 0.9270 -1.7490 0.487
H -3.1661 0.8345 1.0161 0.468
H 0.0737 3.1737 -0.0252 0.430
H 1.9462 -1.5439 -1.0525 0.598
H 2.4276 2.2759 0.1582 0.240
```

Calculated values
Largest force on an atom, eV/Å: 6.28
Lowest unoccupied orbital energy (alpha / beta), eV: -6.1765 / -5.9311
SMILES: CC[C@H]1CC=NC=C1[n+]1cc(=O)o[nH]1
Net charge: +1
Frontier orbital gap (alpha / beta), Eh: 0.22060 / 0.23696
HOMO level (alpha / beta), eV: -12.18 / -12.38
Energy relative to the best compared isomer or geometry (same formula, charge and spin), kcal per mole: 152.83
Total energy, Eh: -664.35601